Below is 23 unconnected molecules or ions with the total composition C18H83O23, with properties calculated with the ωB97M-V functional and the def2-TZVPD basis.

Last column: Löwdin charge in e.
CARTESIAN COORDINATES (ANGSTROEM)
O 4.6831 0.0264 6.5749  0.26
H 4.3510 0.0545 7.4751  0.08
H 4.0887 -0.5939 6.1466  0.07
H 4.5138 0.8854 6.1810  0.08
O 7.2043 -3.9728 7.5938  -0.06
H 6.8421 -3.5783 8.3872  0.00
H 7.3482 -3.2339 7.0026  -0.01
O 3.2445 0.3231 8.8337  -0.03
H 2.3371 0.3205 9.1385  0.05
H 3.7651 0.2107 9.6290  -0.01
O 6.1195 2.4193 8.8916  -0.02
H 5.2562 2.0829 9.1319  0.04
H 6.1948 3.2474 9.3657  0.08
O 1.6813 -1.0196 10.6214  -0.03
H 0.8445 -1.1614 11.0641  0.07
H 2.2998 -1.5776 11.0929  0.04
O 3.9796 -2.6881 9.3987  -0.03
H 3.9838 -2.8005 8.4481  0.04
H 3.4347 -1.9153 9.5466  -0.03
O 8.0535 1.2784 7.4721  -0.04
H 8.9246 1.3925 7.8522  0.08
H 7.4780 1.8024 8.0293  0.00
O 4.8524 2.5178 11.7290  -0.03
H 3.9599 2.8632 11.7117  0.06
H 5.1824 2.7487 12.5974  0.06
O 8.6405 1.7964 4.7552  -0.07
H 7.8386 1.9385 4.2522  -0.02
H 8.3392 1.6587 5.6532  -0.03
O -0.0793 1.4435 4.8721  -0.03
H -0.8654 0.9259 4.6978  0.05
H -0.2867 2.3155 4.5363  0.07
O 5.9068 2.4586 3.6357  -0.04
H 5.1574 2.4863 4.2305  0.00
H 5.9373 3.3330 3.2473  0.01
O 3.5505 4.6773 5.3147  -0.02
H 2.6237 4.9156 5.2910  0.06
H 3.9057 5.0132 4.4918  0.03
O 5.0175 2.6390 6.2301  -0.05
H 5.6674 2.8529 6.8996  0.03
H 4.5560 3.4625 6.0717  0.00
O 2.8540 -1.8144 5.8691  -0.02
H 2.9410 -2.3733 5.0969  0.03
H 1.9135 -1.7934 6.0454  0.02
O 4.5577 -0.2383 11.1649  -0.03
H 3.8593 -0.3739 11.8053  0.06
H 5.1327 0.4105 11.5706  0.03
O 2.4961 1.1111 5.1354  -0.04
H 1.6144 1.4747 5.2165  -0.01
H 2.3565 0.1876 4.9259  0.01
O 7.3620 -1.1921 6.4473  -0.05
H 7.9538 -1.3501 5.7118  0.05
H 7.8499 -0.6067 7.0265  0.00
C 8.1996 -1.3915 11.6321  -0.05
C 8.2599 -1.2715 10.0996  -0.50
C 9.3842 -2.1151 9.5632  -0.04
O 7.0657 -1.8590 9.7256  -0.06
H 7.5206 -0.6162 11.9871  0.05
H 9.0357 -1.0160 12.2219  0.08
H 7.8175 -2.3771 11.8981  0.10
H 8.3007 -0.2186 9.8207  0.12
H 10.2959 -2.1342 10.1603  0.08
H 9.7073 -1.8247 8.5635  0.07
H 9.0993 -3.1597 9.4373  0.09
H 6.3588 -1.4538 10.2333  0.05
C 4.5195 -7.5616 5.9219  -0.04
C 4.9555 -6.2103 5.2287  -0.47
C 5.4313 -6.4923 3.8637  -0.08
O 3.7821 -5.3937 5.2042  -0.06
H 4.5613 -7.4328 7.0034  0.08
H 5.2492 -8.3085 5.6089  0.07
H 3.5737 -7.9976 5.6003  0.08
H 5.7634 -5.7098 5.7624  0.13
H 5.5449 -5.5172 3.3900  0.06
H 4.8888 -7.0620 3.1093  0.09
H 6.4379 -6.8893 3.9955  0.09
H 3.0732 -5.9144 5.5887  0.07
C -1.7189 -2.7512 7.3250  -0.03
C -1.1225 -1.4967 6.6814  -0.55
C -0.9925 -0.4071 7.6584  -0.06
O 0.1294 -1.7282 6.1959  -0.06
H -2.6911 -2.6099 7.7971  0.08
H -1.0614 -3.2894 8.0077  0.08
H -1.7918 -3.4833 6.5208  0.07
H -1.7069 -1.1105 5.8463  0.14
H -0.3757 -0.8229 8.4551  0.08
H -1.9311 0.0008 8.0336  0.10
H -0.3389 0.3387 7.2059  0.07
H 0.1399 -1.8071 5.2392  0.04
C 0.2045 -1.6784 1.2294  -0.05
C -0.5412 -1.6588 2.6238  -0.40
C -1.8372 -2.4492 2.3093  -0.06
O 0.2588 -2.4194 3.5624  -0.08
H -0.4575 -1.2121 0.4997  0.08
H 0.3046 -2.7158 0.9101  0.07
H 1.2314 -1.3128 1.2377  0.07
H -0.6441 -0.6307 2.9709  0.12
H -2.3374 -2.5602 3.2714  0.07
H -1.6595 -3.3401 1.7069  0.09
H -2.5470 -1.8469 1.7424  0.08
H 0.4039 -3.3280 3.2887  0.11
C 5.7397 -2.1979 3.8213  -0.03
C 4.5350 -1.7834 2.9122  -0.46
C 4.9639 -1.7695 1.4148  -0.04
O 3.4315 -2.6335 3.1033  -0.06
H 6.2760 -3.0774 3.4649  0.08
H 5.4203 -2.4547 4.8313  0.06
H 6.4429 -1.3708 3.9195  0.07
H 4.2187 -0.7536 3.0784  0.13
H 5.2920 -2.7243 1.0041  0.08
H 5.8778 -1.1920 1.2758  0.08
H 4.1893 -1.1750 0.9304  0.07
H 3.8348 -3.4974 2.9909  0.08
C 5.6503 7.4815 3.9864  -0.05
C 6.4367 6.1616 3.6383  -0.46
C 7.0530 5.5302 4.8845  -0.04
O 5.4606 5.3678 3.0561  -0.06
H 5.3124 7.8953 3.0362  0.07
H 6.1478 8.2883 4.5245  0.08
H 4.7397 7.3093 4.5602  0.07
H 7.2473 6.5123 2.9996  0.14
H 7.6774 4.7195 4.5091  0.07
H 6.4827 5.0029 5.6492  0.07
H 7.6921 6.3084 5.3017  0.09
H 4.9965 5.8783 2.3886  0.11

Forces on atoms 1 to 3 (eV/Å):
O 1.40 -0.53 -0.10
H -0.77 0.25 1.45
H -1.20 -1.63 -0.85

Summary:
total charge = +1
orbital gap = 9.3088 eV
HOMO energy = -11.73 eV